{"formula": "CH2NO3S", "method": "ωB97M-V with the def2-TZVPD basis set", "relative_energy_kcal_mol": 21.6, "e_lumo_ev": 3.8, "homo_ha": -0.184, "charge": -1, "energy_ev": -19537.96572, "multiplicity": 1, "homo_lumo_gap_ev": 8.76, "elements": ["C", "N", "O", "O", "O", "S", "H", "H"], "xyz": [[-2.23, -0.22, 0.08], [-1.14, -0.65, 0.09], [1.38, -0.94, 0.59], [-3.31, 0.25, -0.05], [2.44, 1.51, -0.05], [1.94, 0.23, -0.51], [0.68, 0.64, -0.86], [0.24, -0.82, 0.72]]}

=====

{"formula": "C16H29AuN2O4PS2", "method": "ωB97M-V with the def2-TZVPD basis set", "e_lumo_ev": [-0.9, -0.9], "homo_ha": [-0.263, -0.293], "energy_ev": -62885.72469, "multiplicity": 2, "s2": 0.76, "homo_lumo_gap_ev": [6.25, 7.09], "elements": ["Au", "C", "C", "O", "P", "S", "S", "O", "C", "C", "H", "H", "H", "H", "H", "H", "H", "H", "H", "H", "N", "C", "C", "N", "H", "H", "H", "H", "H", "H", "H", "H", "C", "C", "C", "C", "C", "C", "C", "C", "C", "C", "O", "O", "H", "H", "H", "H", "H", "H", "H", "H", "H", "H", "H"], "xyz": [[-0.05, -0.08, 0.23], [-4.69, 4.54, 1.47], [-4.12, 3.44, 0.60], [-2.83, 3.04, 1.13], [-2.43, 1.49, 1.15], [-0.56, 1.57, 1.96], [-1.67, 1.28, -1.00], [-3.39, 0.84, 2.22], [-3.25, 1.04, 3.65], [-2.76, -0.23, 4.30], [-5.67, 4.83, 1.09], [-4.03, 5.41, 1.46], [-4.79, 4.19, 2.50], [-3.97, 3.78, -0.42], [-4.80, 2.58, 0.58], [-4.24, 1.32, 4.01], [-2.56, 1.86, 3.84], [-3.39, -1.07, 4.01], [-2.81, -0.11, 5.39], [-1.74, -0.45, 4.01], [0.30, -1.28, -1.76], [1.00, -0.44, -2.74], [2.24, 0.17, -2.09], [1.85, 1.04, -0.99], [0.85, -2.10, -1.54], [-0.61, -1.58, -2.10], [0.31, 0.36, -3.05], [1.30, -1.01, -3.62], [2.83, 0.69, -2.86], [2.84, -0.63, -1.68], [1.43, 1.90, -1.32], [2.63, 1.26, -0.38], [6.09, 1.26, 0.65], [4.89, 0.46, 1.10], [4.50, -0.68, 0.41], [3.41, -1.44, 0.83], [3.05, -2.73, 0.14], [2.69, -1.02, 1.95], [3.09, 0.09, 2.70], [2.37, 0.48, 3.96], [4.19, 0.82, 2.24], [1.46, -1.82, 2.39], [1.59, -2.55, 3.37], [0.41, -1.68, 1.66], [6.20, 1.23, -0.44], [7.00, 0.86, 1.09], [6.00, 2.30, 0.96], [5.06, -1.00, -0.46], [3.52, -2.80, -0.84], [1.97, -2.82, 0.03], [3.37, -3.58, 0.74], [1.37, 0.83, 3.73], [2.91, 1.27, 4.49], [2.28, -0.39, 4.61], [4.51, 1.70, 2.81]]}

=====

{"formula": "C7H12O", "method": "ωB97M-V with the def2-TZVPD basis set", "relative_energy_kcal_mol": 131.3, "e_lumo_ev": 1.0, "homo_ha": -0.297, "energy_ev": -9495.12329, "multiplicity": 1, "homo_lumo_gap_ev": 9.09, "elements": ["C", "C", "C", "C", "C", "C", "C", "O", "H", "H", "H", "H", "H", "H", "H", "H", "H", "H", "H", "H"], "xyz": [[2.60, -0.27, 0.14], [1.22, 0.49, -0.30], [0.17, 1.00, 0.88], [-1.09, 0.26, 0.51], [-1.55, 1.06, -0.57], [-1.79, -1.14, 0.35], [-0.39, -1.02, 0.07], [0.43, -0.58, -0.99], [2.54, -1.06, 0.91], [3.20, 0.50, 0.51], [3.05, -0.79, -0.82], [1.63, 1.18, -1.05], [0.02, 2.06, 1.00], [0.53, 0.66, 1.89], [-1.98, 0.37, -1.42], [-2.38, 1.65, -0.31], [-0.87, 1.79, -0.85], [-2.46, -1.03, -0.59], [-1.95, -1.81, 1.16], [0.22, -1.07, 0.98]]}

=====

{"formula": "C24H20EuN3O2", "method": "ωB97M-V with the def2-TZVPD basis set", "e_lumo_ev": [2.2, 2.2], "homo_ha": [-0.081, -0.103], "charge": -1, "energy_ev": -53105.24199, "multiplicity": 8, "s2": 15.76, "homo_lumo_gap_ev": [4.41, 5.01], "elements": ["Eu", "O", "C", "C", "C", "C", "C", "C", "C", "N", "C", "C", "N", "C", "C", "C", "C", "C", "C", "C", "O", "H", "H", "H", "H", "H", "H", "H", "H", "H", "H", "H", "H", "H", "H", "C", "C", "C", "C", "C", "C", "C", "C", "N", "H", "H", "H", "H", "H", "H"], "xyz": [[-0.12, -0.68, 0.39], [-0.98, 0.79, -0.84], [-0.88, 2.12, -0.94], [-2.06, 3.04, -0.68], [-2.17, 4.18, -1.62], [-1.18, 4.51, -2.49], [0.02, 3.76, -2.58], [0.19, 2.60, -1.83], [1.42, 1.90, -1.76], [1.71, 0.92, -0.91], [2.98, 0.27, -1.11], [2.74, -1.12, -1.70], [1.95, -1.91, -0.76], [2.39, -3.06, -0.45], [1.84, -3.97, 0.57], [2.26, -5.30, 0.55], [1.83, -6.22, 1.49], [0.96, -5.78, 2.49], [0.55, -4.46, 2.56], [0.99, -3.51, 1.60], [0.61, -2.27, 1.69], [-3.62, 3.14, 0.76], [-3.12, 4.71, -1.65], [-1.32, 5.36, -3.16], [0.84, 4.11, -3.21], [2.19, 2.23, -2.47], [3.50, 0.14, -0.16], [3.64, 0.83, -1.78], [3.69, -1.62, -1.94], [2.18, -0.99, -2.63], [3.28, -3.44, -0.96], [2.94, -5.61, -0.23], [2.15, -7.25, 1.45], [0.60, -6.48, 3.24], [-0.11, -4.11, 3.34], [-2.48, -0.97, 1.35], [-2.74, 0.46, 1.21], [-3.49, 1.05, 0.26], [-3.40, 2.51, -0.11], [-0.96, 3.03, 0.41], [-1.17, 2.39, 1.73], [-1.89, 1.30, 2.07], [-0.08, 4.19, 0.54], [0.61, 5.09, 0.71], [-3.22, -1.58, 0.83], [-2.42, -1.29, 2.40], [-4.05, 0.40, -0.41], [-4.17, 2.74, -0.85], [-0.60, 2.85, 2.52], [-1.81, 0.98, 3.10]]}

=====

{"formula": "C5H11Cl4I2NNbO", "method": "ωB97M-V with the def2-TZVPD basis set", "relative_energy_kcal_mol": 0.0, "e_lumo_ev": 1.9, "homo_ha": -0.200, "charge": -1, "energy_ev": -76743.12560, "multiplicity": 1, "homo_lumo_gap_ev": 7.38, "elements": ["C", "N", "C", "C", "O", "C", "Nb", "I", "I", "H", "H", "H", "H", "H", "H", "H", "H", "H", "H", "H", "C", "Cl", "Cl", "Cl", "Cl"], "xyz": [[-1.72, 2.01, 0.50], [-1.43, 0.75, -0.17], [-0.52, -0.05, 0.64], [-1.09, 0.96, -1.51], [-1.41, 2.02, -2.04], [-0.45, -0.14, -2.25], [1.80, -0.13, -2.51], [2.42, -2.42, -4.01], [2.12, 1.68, -4.62], [-1.92, 1.80, 1.55], [-0.88, 2.70, 0.44], [-2.59, 2.48, 0.06], [-0.09, -0.85, 0.05], [-1.06, -0.50, 1.47], [0.29, 0.55, 1.05], [-0.75, -1.12, -1.89], [-0.73, -0.03, -3.30], [1.55, 1.24, -1.42], [1.80, -1.10, -1.02], [3.38, 0.31, -1.75], [0.25, -2.03, 4.14], [-0.59, -0.53, 4.53], [-0.80, -3.07, 3.18], [1.71, -1.66, 3.23], [0.68, -2.87, 5.64]]}

=====

{"formula": "CH3FIN", "method": "ωB97M-V with the def2-TZVPD basis set", "relative_energy_kcal_mol": 2.7, "e_lumo_ev": 0.1, "homo_ha": -0.349, "energy_ev": -13393.27620, "multiplicity": 1, "homo_lumo_gap_ev": 9.59, "elements": ["N", "C", "F", "I", "H", "H", "H"], "xyz": [[-0.87, -0.44, -0.29], [0.10, 0.30, 0.38], [-0.02, 1.57, -0.22], [2.35, -0.26, 0.06], [-0.86, -0.22, -1.28], [-0.79, -1.51, -0.05], [0.08, 0.56, 1.41]]}

=====

Question: The highest multiplicity belongs to which entry?
Answer: C24H20EuN3O2

=====

Question: Which of these has the highest multiplicity?
Answer: C24H20EuN3O2

=====

Copy entry 6 word for word.
{"formula": "CH3FIN", "method": "ωB97M-V with the def2-TZVPD basis set", "relative_energy_kcal_mol": 2.7, "e_lumo_ev": 0.1, "homo_ha": -0.349, "energy_ev": -13393.27620, "multiplicity": 1, "homo_lumo_gap_ev": 9.59, "elements": ["N", "C", "F", "I", "H", "H", "H"], "xyz": [[-0.87, -0.44, -0.29], [0.10, 0.30, 0.38], [-0.02, 1.57, -0.22], [2.35, -0.26, 0.06], [-0.86, -0.22, -1.28], [-0.79, -1.51, -0.05], [0.08, 0.56, 1.41]]}